Here is C3H4N4O in the gas phase from OMol25. Energies are from ωB97M-V/def2-TZVPD.

The spin multiplicity is 1. As for the LUMO energy: 0.72 eV. Its relative energy (zero: lowest compared OMol25 entry of this formula, charge and spin) is 150.2 kcal/mol. Its SMILES is C=COn1cnnn1. Its HOMO-LUMO gap is 11.10 eV. For the HOMO energy, the calculation gives -10.386 eV.

Each atom is followed by the atoms it is bonded to, with distances in Å.
Element x y z (Å)
1 C 1.26 -0.02 1.49  C2 1.333, H4 1.239, H5 1.153
2 C 0.97 1.15 0.93  C1 1.333, H6 1.132, O12 1.503
3 C -0.48 -0.55 -1.56  H7 1.175, N8 1.335, N9 1.199
4 H 2.19 0.05 2.30  C1 1.239
5 H 0.99 -1.11 1.22  C1 1.153
6 H 1.57 2.10 1.06  C2 1.132
7 H 0.38 -0.35 -2.34  C3 1.175
8 N -0.83 0.28 -0.58  C3 1.335, N11 1.437, O12 1.389
9 N -1.31 -1.41 -1.72  C3 1.199, N10 1.424
10 N -2.42 -1.19 -0.85  N9 1.424, N11 1.246
11 N -2.04 -0.30 -0.07  N8 1.437, N10 1.246
12 O -0.28 1.35 0.12  C2 1.503, N8 1.389

---

Here is a 2-piece molecular cluster, C3H4N4O overall from OMol25. Energies are from ωB97M-V/def2-TZVPD.

The spin multiplicity is 1. As for the LUMO energy: 1.00 eV. Its relative energy (zero: lowest compared OMol25 entry of this formula, charge and spin) is 49.4 kcal/mol. Its SMILES is O=c1[nH]cn[nH]1.C#N. Its HOMO-LUMO gap is 9.69 eV. For the HOMO energy, the calculation gives -8.688 eV.

Each atom is followed by the atoms it is bonded to, with distances in Å.
Element x y z (Å)
1 C 1.95 -0.92 0.08  N4 1.296, N7 1.389, H9 1.007
2 C 0.12 0.34 0.45  N5 1.371, N7 1.451, O8 1.218
3 C -2.99 0.46 -0.53  N6 1.135, H10 1.097
4 N 2.04 0.05 -0.77  C1 1.296, N5 1.363
5 N 0.93 0.81 -0.55  C2 1.371, N4 1.363, H11 1.070
6 N -2.25 -0.41 -0.49  C3 1.135
7 N 0.78 -0.90 0.83  C1 1.389, C2 1.451, H12 1.002
8 O -0.91 0.74 0.97  C2 1.218
9 H 2.61 -1.68 -0.02  C1 1.007
10 H -3.85 1.13 -0.65  C3 1.097
11 H 1.14 1.78 -0.96  N5 1.070
12 H 0.44 -1.39 1.63  N7 1.002